16
Properties=species:S:1:pos:R:3:forces:R:3:lowdin_charge:R:1 method="wB97M-V/def2-TZVPD" mol_weight_da=116.12 relative_energy_kj_mol=432.3 smiles="C=CC(=O)NN(N)N" homo_lumo_gap_ha=0.366 spin_multiplicity=1
O -0.375869 -1.486722 -1.913027 -0.4 -0.1 0.5 0.04
N 0.433957 2.425815 -0.317862 -0.2 0.1 -0.4 0.04
N -0.820399 1.702219 1.405428 -0.6 0.0 1.3 0.01
N 0.014627 1.346987 0.387375 -0.3 -2.5 -0.9 -0.25
N -0.830716 0.196628 -0.468054 0.0 2.0 0.2 0.09
C -0.260356 -0.998013 -0.797652 1.1 0.1 -0.6 -0.55
C 0.541162 -1.616599 0.290152 0.1 -0.2 0.1 -0.10
C 1.145717 -2.784880 0.117801 -0.1 0.2 0.0 0.05
H -1.635977 2.253385 1.132918 0.0 -0.1 -0.3 0.08
H 1.716736 -3.260475 0.899884 0.1 0.0 0.1 0.06
H 0.607769 -1.059501 1.215692 0.0 -0.1 0.1 0.09
H 1.074549 -3.293882 -0.832425 -0.1 0.0 -0.1 0.07
H -1.392635 0.571998 -1.235027 0.3 0.2 0.1 0.11
H 1.221099 2.201400 -0.910358 -0.2 0.0 0.0 0.10
H -1.154414 0.818751 1.803579 0.1 0.7 -0.1 0.09
H -0.285252 2.982889 -0.778423 0.0 -0.2 -0.1 0.09